C33H34Cl4F6N9O11S5W | the ωB97M-V functional and the def2-TZVPD basis

Summary:
Kohn-Sham gap ... 5.4 eV
E_LUMO ... -4.35 eV
Energy ... -7095.972998 a.u.
Max |F| ... 2.344 eV Å⁻¹
HOMO level ... -9.8 eV

Geometry as ORCA input:
```
! wB97M-V def2-TZVPD RIJCOSX def2/J DEFGRID3
* xyz 1 1
W 0.10 -0.20 0.85
F -0.91 -2.84 4.37
C -1.84 -2.02 3.91
F -2.99 -2.26 4.51
F -1.98 -2.24 2.59
S -1.31 -0.27 4.17
O -0.34 -0.07 3.07
O -0.78 -0.22 5.49
N -2.61 0.58 4.00
S -2.99 1.21 2.61
O -3.29 2.59 2.66
O -2.15 0.70 1.53
C -4.61 0.39 2.26
F -4.43 -0.90 1.97
F -5.42 0.50 3.30
F -5.16 0.99 1.20
O 1.42 3.69 0.21
Cl 1.14 2.42 -0.39
O 0.51 2.54 -1.68
O -0.06 1.74 0.57
O 0.98 -0.35 -0.57
N 5.10 -4.35 -2.80
C 4.16 -4.00 -1.89
C 3.01 -3.30 -2.29
C 2.06 -2.95 -1.37
C 2.23 -3.28 -0.02
C 3.38 -3.98 0.40
C 4.33 -4.31 -0.53
S 0.98 -2.99 1.11
O -0.22 -2.43 0.40
O 0.76 -4.11 1.94
N 1.23 -1.61 1.95
C 2.35 -0.82 2.10
N 1.95 0.43 1.82
C 2.79 1.45 2.11
C 4.06 1.15 2.56
C 4.41 -0.19 2.68
N 3.55 -1.20 2.47
H 4.96 -4.15 -3.77
H 5.91 -4.88 -2.53
H 2.86 -3.07 -3.34
H 1.17 -2.41 -1.66
H 3.50 -4.24 1.44
H 5.22 -4.85 -0.21
H 2.41 2.46 2.01
H 4.75 1.94 2.80
H 5.41 -0.48 2.98
Cl -1.58 -6.46 -4.01
C -1.56 -4.77 -4.35
C -0.56 -3.97 -3.82
C -0.58 -2.61 -4.08
C -1.57 -2.01 -4.86
C -1.65 -0.51 -5.06
C -2.52 0.18 -3.99
N -2.37 -0.29 -2.61
C -2.89 -1.46 -2.09
C -2.42 -1.55 -0.82
N -1.63 -0.45 -0.55
C -1.62 0.28 -1.66
O -0.41 0.11 -5.35
C 0.60 0.36 -4.38
C 1.89 -0.30 -4.82
C 3.05 -0.34 -4.10
Cl 3.33 0.34 -2.54
S 4.33 -1.12 -4.92
C 3.31 -1.44 -6.26
C 2.06 -0.94 -6.08
C -2.54 -2.86 -5.40
Cl -3.83 -2.22 -6.38
C -2.55 -4.22 -5.16
H 0.20 -4.40 -3.19
H 0.20 -1.99 -3.66
H -2.21 -0.34 -5.98
H -3.56 0.02 -4.27
H -2.32 1.25 -4.00
H -3.55 -2.09 -2.65
H -2.61 -2.30 -0.08
H -1.13 1.23 -1.79
H 0.33 0.04 -3.37
H 0.75 1.45 -4.33
H 3.70 -1.94 -7.13
H 1.27 -1.02 -6.81
H -3.32 -4.85 -5.59
C -0.51 6.77 4.07
N -0.80 5.46 3.52
C -0.69 5.39 2.07
C -0.74 4.34 4.27
S -0.06 2.90 3.71
N -1.27 4.41 5.50
C -1.11 3.31 6.45
C -2.30 5.38 5.87
H 0.37 7.18 3.56
H -0.27 6.70 5.13
H -1.33 7.47 3.93
H -1.21 6.25 1.65
H -1.17 4.48 1.71
H 0.35 5.40 1.75
H -0.08 2.95 6.44
H -1.77 2.48 6.20
H -1.35 3.69 7.44
H -2.66 5.89 4.98
H -1.93 6.10 6.59
H -3.14 4.84 6.31
*
```